No. 1
C30H32O13 | ωB97M-V/def2-TZVPD

```
! wB97M-V def2-TZVPD RIJCOSX def2/J DEFGRID3
* xyz 0 1
C 5.1371 1.9444 -0.6845
C 5.9731 0.7045 -1.2701
C 5.1731 -0.7020 -1.2464
C 3.8816 -0.7384 -2.1890
O 3.8976 0.1991 -3.3120
C 2.8312 1.1060 -2.9301
O 2.6065 2.0665 -3.6739
O 2.1439 0.7004 -1.7263
C 2.4060 -0.7112 -1.5213
C 2.2898 -0.9447 0.0537
C 2.6974 -2.4660 0.3504
C 1.4797 -3.4921 0.4135
O 1.1447 -3.9091 1.5518
O 0.7797 -4.0033 -0.6985
O 1.7183 -1.7006 -2.3107
C 0.4569 -1.2294 -2.8479
C -0.7451 -1.1774 -1.7523
C -1.7476 0.0591 -1.9901
O -1.5554 -2.3899 -1.9468
H 5.7098 2.5435 0.0989
H 4.8449 2.5979 -1.5903
H 4.1537 1.5407 -0.2493
H 6.8796 0.5655 -0.5660
H 6.4181 0.8822 -2.3103
H 5.0010 -1.0196 -0.1680
H 5.9190 -1.4765 -1.6892
H 3.9241 -1.7990 -2.6289
H 3.1126 -0.2937 0.5340
H 1.3121 -0.6058 0.5220
H 3.4583 -2.8841 -0.4118
H 3.2313 -2.4984 1.3614
H 1.3767 -4.0644 -1.4845
H 0.5322 -0.2632 -3.4594
H 0.1142 -2.0337 -3.6010
H -0.3741 -1.2320 -0.6795
H -1.3663 0.9549 -1.3871
H -1.9039 0.3269 -3.0865
H -2.7688 -0.2004 -1.5350
H -2.4195 -2.1436 -2.3411
O -8.0040 2.8344 2.0660
C -7.0966 2.4690 1.3419
C -5.7589 2.1544 1.8871
C -4.7648 1.7563 1.0928
C -4.9582 1.6111 -0.3658
O -4.0500 1.2454 -1.0901
C -6.2959 1.9257 -0.9108
C -7.2901 2.3238 -0.1165
H -5.6345 2.2652 2.9572
H -3.7789 1.5224 1.4746
H -6.4203 1.8149 -1.9809
H -8.2760 2.5577 -0.4982
O -9.0001 7.1252 4.4046
C -9.1846 6.1090 5.0478
C -9.6590 6.1620 6.4474
C -9.8588 5.0480 7.1523
C -9.6161 3.7128 6.5645
O -9.8005 2.6969 7.2080
C -9.1417 3.6602 5.1653
C -8.9420 4.7741 4.4604
H -9.8325 7.1473 6.8622
H -10.2051 5.0679 8.1781
H -8.9680 2.6753 4.7498
H -8.5958 4.7532 3.4352
O 10.4482 -5.8866 -1.7676
C 9.3793 -5.3125 -1.8402
C 8.2787 -5.6168 -0.9010
C 7.1059 -4.9878 -0.9831
C 6.8568 -3.9591 -2.0147
O 5.7849 -3.3829 -2.0877
C 7.9565 -3.6544 -2.9538
C 9.1295 -4.2831 -2.8722
H 8.4780 -6.3723 -0.1511
H 6.2888 -5.1985 -0.3043
H 7.7567 -2.8988 -3.7037
H 9.9463 -4.0722 -3.5510
*
```

- HOMO-LUMO gap (eV) = 7.861
- molecular weight (g/mol) = 600.57
- DFT total energy (a.u.) = -2140.262985
- SMILES = CCC[C@@H]1OC(=O)O[C@@]1(CCC(=O)O)OC[C@@H](C)O.O=C1C=CC(=O)C=C1.O=C1C=CC(=O)C=C1.O=C1C=CC(=O)C=C1



No. 2
C30H33AsBi | ωB97M-V/def2-TZVPD

```
! wB97M-V def2-TZVPD RIJCOSX def2/J DEFGRID3
* xyz 3 1
Bi -1.0239 0.2651 0.0578
C -3.8220 3.5275 -0.1014
C -2.4371 2.9867 -0.3120
C -1.4851 3.0707 0.7103
C -1.8866 3.5605 2.0705
C -0.1206 2.7030 0.4593
C 0.9581 3.0158 1.4645
C 0.2563 2.2194 -0.8319
C 1.7028 1.9556 -1.1484
C -0.7405 2.0440 -1.8355
C -0.3067 1.6587 -3.2284
C -2.0988 2.3867 -1.5455
C -3.1632 2.1667 -2.5791
H -4.5003 2.7670 0.2969
H -4.2465 3.8911 -1.0336
H -3.8127 4.3589 0.5986
H -1.7788 4.6484 2.1285
H -1.2715 3.1293 2.8564
H -2.9260 3.3261 2.2853
H 0.6048 3.7070 2.2218
H 1.8041 3.4829 0.9620
H 1.3302 2.1245 1.9745
H 2.1592 2.8740 -1.5309
H 1.8197 1.1924 -1.9142
H 2.2692 1.6550 -0.2695
H 0.5675 2.2460 -3.5091
H -1.0813 1.8561 -3.9610
H -0.0231 0.6066 -3.3143
H -3.2515 3.0552 -3.2133
H -4.1348 1.9978 -2.1226
H -2.9395 1.3253 -3.2301
C 5.3660 -2.3124 -0.9317
C 4.9213 -2.4615 0.3756
C 3.5922 -2.2206 0.6897
C 2.7280 -1.8364 -0.3352
C 3.1598 -1.6874 -1.6521
C 4.4909 -1.9290 -1.9434
As 0.8847 -1.6454 0.0599
C -0.3249 -2.9672 -0.5976
C -1.1877 -2.6069 -1.6380
C -2.1179 -3.5225 -2.1120
C -2.1745 -4.7910 -1.5516
C -1.3040 -5.1523 -0.5271
C -0.3759 -4.2441 -0.0416
C 0.4985 -1.3401 1.9232
C -0.6806 -1.8479 2.4896
C -1.0097 -1.5110 3.7990
C -0.1823 -0.6717 4.5307
C 0.9743 -0.1424 3.9588
C 1.3135 -0.4580 2.6528
H 6.4043 -2.5038 -1.1677
H 5.6067 -2.7740 1.1516
H 3.2458 -2.3551 1.7069
H 2.4731 -1.4119 -2.4444
H 4.8482 -1.8281 -2.9591
H -1.0807 -1.6500 -2.1495
H -2.7769 -3.2585 -2.9279
H -2.8918 -5.5102 -1.9235
H -1.3462 -6.1489 -0.1086
H 0.3009 -4.5357 0.7527
H -1.2998 -2.5479 1.9391
H -1.9007 -1.9271 4.2500
H -0.4280 -0.4327 5.5571
H 1.6202 0.4985 4.5447
H 2.2320 -0.0708 2.2242
*
```

- HOMO-LUMO gap (eV) = 6.207
- molecular weight (g/mol) = 677.50
- ΔE to the lowest compared entry with this formula, charge and spin (eV) = 0.049
- DFT total energy (a.u.) = -3612.312803